The following is a quantum chemistry calculation of a molecular structure, C36H66As2ClIrN3O3SSi3, from the OMol25 dataset.

- Expectation value of S²: 8.7700
- Lowest unoccupied orbital energy (alpha / beta): -5.3907 / -7.0415 eV
- Frontier orbital gap (alpha / beta): 6.7 / 6.9 eV
- Spin multiplicity: 6
- Charge: +2

Atoms and positions in Å:
Ir1 1.20 -0.44 -0.30
C1 -4.15 0.44 2.01
C2 -2.64 0.46 2.20
C3 -2.20 -0.58 3.22
C4 -2.16 1.84 2.59
O1 -1.97 0.16 0.94
Si1 -2.42 -0.89 -0.22
S1 -0.65 -0.96 -1.50
O2 -2.59 -2.37 0.41
C5 -3.34 -3.55 0.02
C6 -2.94 -3.94 -1.39
C7 -2.94 -4.63 1.02
C8 -4.83 -3.26 0.12
O3 -3.72 -0.47 -1.06
C9 -4.16 0.19 -2.27
C10 -3.99 -0.77 -3.44
C11 -5.62 0.53 -2.04
C12 -3.33 1.44 -2.47
H1 -4.64 0.73 2.94
H2 -4.51 -0.55 1.73
H3 -4.45 1.14 1.23
H4 -2.66 -0.38 4.19
H5 -1.11 -0.54 3.35
H6 -2.48 -1.58 2.90
H7 -2.56 2.13 3.57
H8 -2.47 2.58 1.86
H9 -1.07 1.84 2.65
H10 -1.85 -4.10 -1.44
H11 -3.22 -3.17 -2.11
H12 -3.42 -4.87 -1.68
H13 -1.88 -4.86 0.93
H14 -3.50 -5.54 0.83
H15 -3.16 -4.30 2.03
H16 -5.12 -2.45 -0.55
H17 -5.10 -2.99 1.14
H18 -5.40 -4.15 -0.15
H19 -4.62 -1.65 -3.31
H20 -2.95 -1.08 -3.54
H21 -4.29 -0.28 -4.37
H22 -6.19 -0.38 -1.82
H23 -6.04 0.99 -2.93
H24 -5.73 1.22 -1.21
H25 -2.28 1.18 -2.66
H26 -3.39 2.07 -1.58
H27 -3.70 2.01 -3.33
C13 0.03 -3.45 2.89
C14 0.92 -3.23 3.93
C15 1.96 -2.34 3.74
C16 2.08 -1.68 2.52
N1 1.18 -1.85 1.55
C17 0.19 -2.73 1.72
C18 3.22 -0.79 2.20
C19 4.37 -0.75 2.98
C20 5.41 0.09 2.61
C21 5.27 0.87 1.47
C22 4.09 0.76 0.75
N2 3.10 -0.06 1.09
H28 -0.78 -4.15 2.98
H29 0.82 -3.76 4.87
H30 2.67 -2.16 4.53
H31 -0.51 -2.84 0.90
H32 4.47 -1.37 3.85
H33 6.32 0.13 3.19
H34 6.05 1.54 1.14
H35 3.93 1.36 -0.14
C23 -0.41 3.23 -2.94
Si2 -0.16 3.93 -1.22
C24 1.02 5.38 -1.28
C25 -1.77 4.40 -0.42
As1 0.86 2.25 0.14
Si3 1.70 3.41 2.06
C26 3.30 4.23 1.56
C27 0.44 4.68 2.59
C28 2.00 2.19 3.44
H36 0.24 3.74 -3.66
H37 -1.44 3.39 -3.26
H38 -0.21 2.16 -3.00
H39 0.56 6.15 -1.92
H40 1.97 5.11 -1.74
H41 1.21 5.84 -0.31
H42 -2.28 5.13 -1.05
H43 -1.63 4.85 0.57
H44 -2.43 3.53 -0.31
H45 3.20 4.85 0.67
H46 4.10 3.51 1.39
H47 3.62 4.88 2.38
H48 0.26 5.45 1.84
H49 0.83 5.18 3.49
H50 -0.51 4.22 2.86
H51 2.93 1.64 3.31
H52 1.19 1.47 3.57
H53 2.09 2.75 4.37
C29 1.77 -0.21 -4.07
As2 2.69 0.28 -2.44
C30 3.12 2.14 -2.78
C31 4.42 -0.56 -2.70
H54 2.38 0.09 -4.93
H55 0.81 0.29 -4.11
H56 1.61 -1.28 -4.10
H57 3.72 2.20 -3.68
H58 3.67 2.58 -1.95
H59 2.20 2.70 -2.93
H60 4.94 -0.06 -3.53
H61 4.28 -1.61 -2.95
H62 5.03 -0.49 -1.80
Cl1 1.59 -5.49 -3.47
C32 2.42 -4.53 -2.31
C33 3.63 -4.95 -1.77
C34 4.24 -4.12 -0.84
C35 3.64 -2.93 -0.50
N3 2.48 -2.53 -1.03
C36 1.88 -3.32 -1.92
H63 4.06 -5.89 -2.06
H64 5.18 -4.40 -0.38
H65 4.10 -2.26 0.21
H66 0.94 -2.98 -2.33